[1]
18
Properties=species:S:1:pos:R:3:forces:R:3 method="wB97M-V/def2-TZVPD" total_energy_ev=-9353.4342 de_lowest_ev=1.0559 smiles=NCCCNC[O-] homo_energy_ev=-2.851 charge=-1
C -0.223419 -0.526209 1.242348 0.91 0.52 0.88
C 0.577770 -1.333959 0.177975 -0.57 0.28 -0.95
C 1.237810 -0.659363 -1.046164 0.24 -0.21 0.25
N 0.396725 0.065470 -1.943198 -0.02 0.89 -0.49
N -0.147105 0.964609 1.326172 0.41 -0.62 -0.86
C -1.283115 1.675177 0.682675 -0.68 -0.49 -1.36
O -1.563668 1.347948 -0.608934 0.20 0.03 0.53
H -1.256925 -0.866782 1.226140 -0.10 0.28 0.05
H 0.236009 -0.807185 2.199041 -0.40 -0.47 0.05
H -0.151997 -1.970349 -0.311684 -0.18 -0.56 0.10
H 1.336381 -1.973635 0.637384 -0.05 0.02 0.21
H 2.063485 -0.022651 -0.710787 0.04 0.24 0.08
H 1.732571 -1.456866 -1.613761 0.07 -0.10 0.13
H -0.108476 -0.471949 -2.630075 0.11 -0.49 0.20
H -0.307851 0.666848 -1.456050 -0.11 -0.01 0.16
H 0.669947 1.176601 0.755453 0.00 0.40 0.12
H -2.159831 1.437392 1.320927 0.05 0.22 0.38
H -1.048312 2.754903 0.752537 0.09 0.06 0.51

=====

[2]
34
Properties=species:S:1:pos:R:3:forces:R:3 method="wB97M-V/def2-TZVPD" total_energy_ev=-113412.2954 smiles="N#Cc1c(NCCCN)sc(C(=O)c2ccc(Br)s2)c1N" homo_energy_ev=-8.175
N -3.195793 3.454018 -1.906603 0.45 -0.37 0.17
O 2.905475 3.081535 -0.835351 -0.04 -0.14 -0.12
Br 7.284035 -0.717703 1.198520 -0.51 0.35 -0.21
C -2.341707 2.859362 -1.401367 -0.64 0.29 -0.01
S 5.002233 1.032917 -0.292755 -0.24 -0.54 1.53
S 0.213160 0.424150 0.392549 -0.87 -0.37 0.10
C 2.447880 2.099675 -0.243742 -0.77 0.87 -0.21
C 5.560777 0.054656 1.085731 -1.15 0.58 -0.22
C 4.588210 -0.076867 2.045885 -0.58 0.39 -0.99
C 3.323754 0.560992 1.661764 1.30 0.10 -0.22
C -1.284719 2.170401 -0.754937 0.36 0.85 0.09
C 3.409350 1.243639 0.458526 0.91 -1.66 0.87
C 1.005735 1.864687 -0.239811 0.26 -0.72 0.93
C 0.045831 2.709897 -0.738981 0.86 1.17 -1.47
C -1.386915 0.953881 -0.131353 -1.11 -1.90 -0.34
N 0.370089 3.922133 -1.301958 -0.32 -0.48 0.21
N -3.401128 -4.005032 0.257137 -0.35 -0.38 0.28
N -2.559075 0.169755 -0.088312 1.64 1.18 0.56
C -2.036966 -3.580483 -0.069473 -0.13 -0.69 0.03
C -2.642282 -1.205337 0.408583 -0.90 -0.04 -1.46
C -2.078867 -2.191657 -0.636969 -0.09 0.41 0.12
H 4.744360 -0.628157 2.968173 -0.09 0.13 -0.18
H 2.461131 0.546900 2.333053 0.23 0.12 -0.42
H 1.352400 4.132676 -1.483755 -0.41 -0.43 0.26
H -0.301005 4.302223 -1.941260 -0.20 0.25 -0.06
H -3.905729 -4.211798 -0.613857 0.23 -0.10 0.71
H -3.424576 -4.818695 0.888149 0.00 0.54 -0.73
H -3.411858 0.566327 -0.480012 0.65 0.06 0.19
H -1.417670 -3.584114 0.838225 -0.17 -0.14 -0.16
H -1.607376 -4.274581 -0.796814 0.43 0.08 0.05
H -2.191643 -1.333982 1.377413 0.49 0.14 0.40
H -3.717945 -1.449203 0.545059 0.72 0.29 -0.01
H -2.724438 -2.191336 -1.529083 0.09 0.15 0.20
H -1.084728 -1.880882 -0.972376 -0.04 0.01 0.12

=====

[3]
24
Properties=species:S:1:pos:R:3:forces:R:3 method="wB97M-V/def2-TZVPD" total_energy_ev=-9908.8150 de_lowest_ev=0.9011 homo_energy_ev=-14.172 charge=+1
C 2.305618 1.672281 0.316469 -1.00 -1.15 -0.36
C 0.753966 0.898192 -1.447309 2.54 -0.92 -0.16
N 2.015143 1.091851 -1.005052 -1.39 0.56 0.35
N -0.255030 0.995939 -0.616879 -0.39 -0.13 -0.85
N 0.646709 0.457553 -2.723387 -1.09 0.62 1.98
H 2.710641 1.058496 -1.707324 0.87 -0.01 -0.36
H -0.126090 1.265599 0.333364 -0.10 -0.03 0.42
H -1.116803 0.603729 -0.934405 -0.68 0.14 0.31
H 1.434681 0.642080 -3.291321 0.27 -0.39 -1.00
H -0.157072 -0.093132 -2.968580 0.15 0.10 -0.65
H 3.343368 1.508349 0.572213 0.24 0.60 -0.26
H 1.777475 1.032077 1.037249 0.01 0.37 0.07
H 1.908264 2.682648 0.321092 0.55 0.26 0.48
C -1.838176 -1.652717 2.266456 -0.82 1.02 -0.95
C -2.886069 -1.480919 1.137791 0.12 -0.26 0.44
C -0.422568 -1.778793 1.697224 -0.92 -2.23 0.81
H -2.131983 -2.476253 2.907285 0.15 -0.19 0.03
H -1.897131 -0.746119 2.870297 0.15 -0.09 0.28
H -3.201818 -2.458003 0.773591 -0.05 0.04 -0.14
H -3.770414 -0.926422 1.453798 0.00 -0.12 0.06
H 0.081772 -2.481032 2.373675 0.81 1.05 0.27
H -0.007809 -0.793217 1.556696 0.66 -0.11 -0.11
H -2.452659 -0.943057 0.295972 0.07 0.11 -0.16
H -0.412944 -2.442606 0.823194 -0.16 0.77 -0.51

=====

[4]
98
Properties=species:S:1:pos:R:3:forces:R:3 method="wB97M-V/def2-TZVPD" total_energy_ev=-90332.7653 homo_energy_ev=-10.211 charge=+1
C -1.533544 -3.844539 3.723415 -0.28 0.39 -0.05
P -1.349162 -3.647904 1.925289 1.13 -0.85 -0.30
C -2.927492 -4.087837 1.135114 -0.19 0.08 0.12
N -1.212227 -1.773719 1.691740 -0.32 0.26 0.22
C -1.714914 -0.899066 2.827419 -0.13 0.40 0.00
C -3.206389 -0.654644 2.705514 0.23 0.57 0.07
C -3.515433 0.239695 1.486910 -0.56 -0.84 0.27
S -4.090858 -0.719203 0.044335 0.47 0.12 -0.52
C 0.194728 -1.412025 1.344472 -0.34 -0.10 0.10
F 0.197529 -0.171639 0.890933 0.06 0.25 -0.02
F 0.924830 -1.498357 2.441070 0.03 0.04 0.10
F 0.662754 -2.209014 0.417837 0.05 -0.10 -0.20
H -1.189704 -4.861981 3.911760 -0.11 -0.08 0.01
H -2.534719 -3.701350 4.129089 0.01 0.00 0.00
H -0.827068 -3.189045 4.232923 0.06 -0.13 0.04
H -2.684397 -4.893539 0.443763 -0.03 -0.04 0.01
H -3.672324 -4.445713 1.846051 -0.01 0.12 0.04
H -3.343832 -3.273997 0.544089 0.02 0.02 0.02
H -1.777691 -1.534278 0.855052 -0.11 -0.09 0.05
H -1.221998 0.070444 2.747291 0.12 -0.09 -0.06
H -1.410592 -1.327993 3.775693 -0.06 -0.18 -0.11
H -3.784035 -1.579405 2.712157 -0.01 -0.02 -0.04
H -3.496118 -0.095984 3.598589 0.01 -0.10 0.05
H -2.617307 0.763657 1.159175 -0.10 0.17 -0.06
H -4.288178 0.954800 1.734437 0.11 0.14 0.00
H -4.811779 -1.657752 0.670297 -0.13 0.19 0.22
F -5.761614 1.491212 3.275074 0.02 0.04 0.11
C -7.048761 1.058782 3.377221 -0.11 -0.05 -0.06
C -7.684705 1.143819 4.596587 0.06 0.02 0.08
C -8.995792 0.696328 4.683207 -0.01 -0.02 -0.05
C -9.635798 0.176169 3.566352 -0.01 0.00 0.01
C -8.967041 0.104471 2.352029 -0.01 0.00 0.05
C -7.657530 0.552689 2.248115 0.07 -0.02 -0.08
H -7.165138 1.551221 5.453369 0.00 0.02 -0.01
H -9.518669 0.757927 5.627913 0.01 0.00 0.01
H -10.657618 -0.169368 3.642103 0.00 0.00 0.00
H -9.465133 -0.297080 1.479924 0.00 0.01 -0.01
H -7.117797 0.521824 1.309549 -0.01 0.02 0.00
F 6.669998 -6.205536 2.245253 0.01 -0.01 0.00
C 5.681476 -5.297118 2.204296 -0.05 0.05 0.00
C 4.458906 -5.619313 2.760896 -0.03 -0.06 0.03
C 3.443231 -4.676003 2.715664 0.01 0.04 -0.03
C 3.657407 -3.440560 2.119377 0.13 -0.15 -0.01
C 4.895594 -3.143885 1.565912 -0.03 0.01 -0.01
C 5.922248 -4.075066 1.607050 0.05 0.02 -0.04
H 4.316158 -6.589578 3.216491 0.02 0.00 0.00
H 2.479636 -4.910713 3.150928 0.00 -0.02 0.00
H 2.866655 -2.712481 2.085337 -0.05 0.09 0.01
H 5.063073 -2.183859 1.094815 0.03 -0.01 0.00
H 6.896109 -3.865133 1.186339 0.00 -0.02 0.00
F 6.007659 1.407406 -3.275582 -0.07 -0.04 0.01
C 5.605307 0.150457 -2.997498 -0.01 -0.06 0.01
C 4.361190 -0.036346 -2.429808 -0.06 0.05 0.03
C 3.952298 -1.332092 -2.148148 0.05 -0.02 -0.01
C 4.782700 -2.408350 -2.429147 -0.02 -0.05 0.04
C 6.030313 -2.190113 -2.997531 -0.04 0.03 0.03
C 6.450906 -0.900445 -3.289915 0.07 0.00 -0.02
H 3.734013 0.819328 -2.218855 0.01 0.01 -0.02
H 2.977362 -1.501888 -1.708733 0.00 0.00 0.00
H 4.458036 -3.415473 -2.203477 0.01 0.00 0.00
H 6.681602 -3.026062 -3.214401 0.00 0.00 -0.02
H 7.416242 -0.705777 -3.737225 0.00 0.02 0.01
F 11.590906 6.154761 -4.409975 0.00 0.01 0.00
C 10.629562 5.239409 -4.178927 -0.05 -0.05 0.01
C 9.937319 5.287731 -2.985560 0.00 0.05 0.06
C 8.947102 4.343404 -2.755578 0.01 -0.02 -0.05
C 8.666702 3.370864 -3.706282 0.07 0.05 -0.01
C 9.381351 3.345793 -4.896620 -0.01 0.02 0.05
C 10.371085 4.286475 -5.143549 0.03 -0.02 -0.07
H 10.175666 6.051334 -2.257676 0.01 0.01 -0.02
H 8.391261 4.369098 -1.827393 0.01 0.00 0.01
H 7.896885 2.639090 -3.520721 -0.03 -0.02 0.00
H 9.168611 2.589147 -5.640553 0.00 0.01 -0.01
H 10.936336 4.288805 -6.065567 0.01 0.01 0.01
F -5.831563 -0.850331 -2.824988 -0.03 -0.06 0.02
C -5.037854 -0.339307 -3.793233 0.07 0.07 -0.04
C -4.503590 -1.192138 -4.737059 0.00 -0.08 0.01
C -3.689599 -0.656901 -5.725733 0.00 0.05 0.02
C -3.421198 0.704843 -5.752715 0.02 0.00 -0.01
C -3.971151 1.538438 -4.788329 0.02 -0.04 -0.01
C -4.790496 1.018465 -3.795971 -0.01 0.06 0.06
H -4.727330 -2.249702 -4.696725 -0.02 0.01 0.00
H -3.267886 -1.307398 -6.480175 0.00 -0.01 0.00
H -2.788066 1.116051 -6.527090 0.00 0.00 0.00
H -3.765668 2.600490 -4.808772 -0.02 0.01 -0.01
H -5.237632 1.648895 -3.038772 -0.01 -0.02 0.00
F -4.470863 2.981391 0.498991 -0.04 0.01 -0.06
C -3.436907 3.737238 0.936952 0.07 0.03 0.04
C -3.493739 4.262800 2.211684 -0.06 -0.04 0.07
C -2.424634 5.028690 2.656383 0.04 -0.01 -0.04
C -1.332159 5.256756 1.829976 0.01 0.00 0.01
C -1.303956 4.715147 0.551946 -0.01 0.00 0.05
C -2.363135 3.942571 0.094283 0.02 -0.06 -0.06
H -4.360060 4.076744 2.832800 -0.01 0.00 -0.02
H -2.449000 5.452125 3.651524 -0.01 0.01 0.00
H -0.506151 5.860586 2.180143 0.00 0.00 0.00
H -0.457715 4.898846 -0.096499 0.00 0.00 -0.01
H -2.365077 3.510740 -0.898163 -0.03 0.02 -0.01

=====

[5]
15
Properties=species:S:1:pos:R:3:forces:R:3 method="wB97M-V/def2-TZVPD" total_energy_ev=-31531.8957 de_lowest_ev=0.4848 homo_energy_ev=-0.422 charge=-2
C 1.511532 0.237598 -0.706848 0.27 -1.12 -1.67
C 2.143059 1.371697 -1.068198 1.94 0.22 -1.48
C 0.686322 0.430229 0.441441 0.49 0.66 -0.33
C 0.700938 1.650475 1.044549 0.82 2.04 -0.32
C -0.198670 -0.501184 1.077209 1.32 -5.56 -1.05
O -2.504992 -2.322092 0.311324 0.37 -0.68 0.22
O -3.350953 0.034298 0.254541 -0.26 0.95 0.28
O -1.654934 -0.737156 -1.514806 0.56 0.17 -0.49
P -2.375852 -0.953085 -0.250137 -2.28 -1.21 -1.20
S 1.773747 2.655642 -0.013271 -0.44 -0.15 0.99
H 1.680455 -0.629338 -1.429012 -0.70 0.70 1.53
H 2.943542 1.411341 -1.865727 -1.13 0.14 0.82
H -0.127651 -1.622196 0.685172 0.44 2.05 0.50
H 0.007966 -0.637884 2.108355 -0.32 0.34 1.23
H -1.234515 -0.388351 0.925411 -1.08 1.47 0.97

=====

Number 1: HOMO-LUMO gap 7.0528 eV. Number 2: HOMO-LUMO gap 8.0031 eV. Number 3: HOMO-LUMO gap 11.1052 eV. Number 4: HOMO-LUMO gap 7.8136 eV. Number 5: HOMO-LUMO gap 5.9252 eV.